# 1
The following is a DFT calculation (ωB97M-V/def2-TZVPD) of C22H28N2O4 in the gas phase.

```
56
Properties=species:S:1:pos:R:3:forces:R:3:lowdin_charge:R:1
C -5.824340 -2.531238 0.808078 0.0 -0.3 0.1 -0.0762
H -5.375007 -2.726632 1.787223 0.0 0.0 -0.1 0.0979
O -5.809746 -1.160392 0.494979 0.2 0.5 -0.2 -0.0902
C -4.604144 -0.538252 0.337244 0.0 0.0 0.0 -0.1870
C -3.383998 -1.160816 0.538340 -0.2 -0.1 0.0 0.0187
C -2.197489 -0.466739 0.333748 0.0 0.3 0.0 -0.2314
C -2.251055 0.846520 -0.078961 -0.1 0.0 0.0 0.0347
C -3.468248 1.505542 -0.276267 0.0 -0.1 0.0 -0.1872
C -4.663060 0.813933 -0.060198 -0.3 0.2 0.1 -0.1351
O -5.887737 1.419793 -0.286203 0.5 -0.4 -0.2 -0.1163
C -6.728118 1.552784 0.842610 -0.2 0.1 0.3 -0.0698
H -7.597006 2.110958 0.497269 0.0 0.0 0.1 0.0944
H -6.228212 2.112207 1.642538 0.0 0.0 -0.1 0.0978
H -7.046398 0.582515 1.227936 0.0 0.1 0.0 0.0831
O -3.322566 2.793816 -0.686409 0.1 -0.3 0.1 -0.0624
C -4.436562 3.626634 -0.921276 -0.3 0.3 -0.2 -0.0669
H -4.990650 3.829459 -0.001144 0.0 0.0 -0.1 0.0924
H -4.015897 4.559296 -1.298245 0.0 -0.1 0.0 0.0936
H -5.112508 3.199069 -1.663338 0.1 0.1 0.1 0.0972
H -1.350927 1.415774 -0.251647 0.1 0.1 0.0 0.1239
C -0.877974 -1.164419 0.500076 -0.1 0.0 -0.3 -0.1308
H -0.095626 -0.426614 0.683136 0.0 0.0 0.1 0.1019
H -0.911318 -1.845464 1.352220 0.1 0.0 0.0 0.1294
C -0.549451 -1.978481 -0.763472 0.1 -0.1 0.2 -0.0890
C 0.822637 -2.617476 -0.649381 -0.5 0.0 -0.2 -0.4598
O 0.950978 -3.766603 -0.267381 -0.1 -0.3 0.2 0.0519
N 1.895761 -1.863255 -0.987317 0.4 0.1 -0.1 -0.0532
C 1.928445 -0.470213 -1.361589 -0.1 0.4 0.2 -0.1211
H 2.420054 -0.383355 -2.338761 -0.1 0.1 0.1 0.1350
C 2.746100 0.311508 -0.326548 -0.2 0.1 -0.2 -0.1364
N 4.081223 -0.238126 -0.246218 -0.1 -0.2 -0.1 -0.1093
C 5.140595 0.584127 0.128542 0.3 0.2 0.1 -0.2292
C 6.085939 0.202143 1.082532 -0.2 -0.1 0.0 -0.0322
C 7.160961 1.019483 1.379631 0.1 0.1 0.0 -0.0926
C 7.319296 2.238367 0.745742 0.1 0.0 0.1 -0.1076
C 6.387012 2.629526 -0.201255 0.0 0.0 0.0 -0.0928
C 5.317126 1.815502 -0.511123 -0.1 0.0 0.0 -0.0326
H 4.620250 2.129760 -1.273787 0.0 0.0 -0.1 0.1042
H 6.499885 3.574853 -0.712198 0.0 0.1 0.0 0.1017
H 8.157570 2.875053 0.983827 0.1 0.0 0.0 0.0968
H 7.876124 0.700698 2.124270 0.0 0.0 0.1 0.1020
H 5.980137 -0.731212 1.613263 0.0 -0.1 0.0 0.0989
C 4.051526 -1.626690 0.156584 0.0 -0.2 -0.2 -0.1467
H 3.607903 -1.753670 1.157642 0.1 0.0 0.0 0.1372
C 3.227377 -2.418306 -0.863091 0.2 -0.3 0.3 -0.1132
H 3.722137 -2.372647 -1.839643 0.0 0.0 0.1 0.1335
H 3.128422 -3.458646 -0.550681 0.0 0.1 -0.1 0.1219
H 5.066261 -2.024657 0.161735 0.0 0.0 0.0 0.1222
H 2.243549 0.234586 0.653939 0.0 0.1 -0.1 0.1289
H 2.787033 1.363000 -0.605709 0.0 0.0 0.0 0.1142
H 0.927474 -0.052130 -1.432569 0.0 0.0 0.0 0.1090
H -0.631027 -1.351626 -1.651300 0.0 0.0 0.0 0.1163
H -1.270939 -2.791300 -0.855272 0.1 0.0 -0.1 0.1248
H -3.336533 -2.191312 0.849766 0.0 -0.1 0.1 0.1115
H -5.309323 -3.122946 0.045323 0.0 0.0 0.0 0.0985
H -6.875928 -2.813677 0.832814 0.1 0.0 0.0 0.0955
```
Forces are in eV/Å.

Results
Molecular weight = 384.48 g mol⁻¹
Orbital gap = 8.67 eV
DFT total energy = -1265.55952 a.u.
LUMO energy = 0.7 eV
Strongest force on any atom = 0.013 Eh/bohr
HOMO level = -7.94 eV
SMILES string = COc1cc(CCC(=O)N2CCN(c3ccccc3)CC2)cc(OC)c1OC

---

# 2
The following is a DFT calculation (ωB97M-V/def2-TZVPD) of C22H28N4O in the gas phase.

```
55
Properties=species:S:1:pos:R:3:forces:R:3:lowdin_charge:R:1
C -2.853714 -3.803331 0.518792 0.0 0.1 0.3 -0.1016
C -2.875527 -2.847002 1.707103 0.1 0.1 -0.1 -0.2072
H -3.911169 -2.587878 1.938242 0.0 0.0 0.1 0.1117
C -2.091228 -1.544422 1.492255 0.1 -0.2 0.4 -0.3584
N -2.681542 -0.769462 0.419706 0.0 -0.4 0.0 0.1086
C -3.038377 0.522547 0.547454 -0.4 0.1 -0.4 -0.5012
O -2.955569 1.135735 1.593033 0.1 0.2 0.3 0.0599
C -3.598377 1.148802 -0.724392 0.0 0.1 0.1 -0.0836
H -4.467923 0.569375 -1.042443 0.0 0.0 0.0 0.1193
C -2.568350 1.214742 -1.874567 0.1 0.0 0.0 -0.1271
C -1.139478 1.164630 -1.389842 0.1 0.2 -0.1 -0.1395
C -0.644528 2.165794 -0.555093 0.3 -0.3 -0.1 -0.1296
C 0.657773 1.992220 -0.070184 0.3 -0.7 -0.3 -0.0437
C 1.387464 0.854164 -0.493228 -0.8 0.6 0.0 -0.2090
N 0.939600 -0.057860 -1.345137 0.3 -0.2 0.0 0.1647
C -0.300285 0.096192 -1.775164 0.1 0.0 0.0 -0.2772
C -0.729222 -0.965517 -2.748908 0.0 0.1 0.0 -0.0258
H -1.570731 -1.548361 -2.376524 -0.1 -0.1 0.0 0.0668
H 0.109696 -1.637412 -2.908909 0.0 0.0 0.0 0.0805
H -1.009053 -0.524967 -3.704637 -0.1 0.0 -0.1 0.0864
N 2.601009 0.900024 0.124720 -0.7 0.2 -0.2 -0.0118
N 2.671663 1.991743 0.916435 0.1 0.5 0.4 0.1504
C 1.550448 2.659108 0.824794 0.1 -0.2 -0.1 -0.2604
C 1.348660 3.898465 1.618915 0.1 0.0 0.0 -0.0294
H 0.430355 3.832090 2.199554 0.0 0.1 0.1 0.0834
H 1.287809 4.770304 0.967473 0.0 0.1 0.0 0.0793
H 2.193057 4.024773 2.291115 0.0 0.0 0.1 0.0786
C 3.677037 0.016175 0.048867 0.7 -0.4 0.0 -0.1776
C 3.606967 -1.133916 -0.731027 -0.1 0.0 0.0 -0.0194
C 4.693719 -1.986884 -0.784103 0.2 0.0 0.1 -0.0877
C 5.846495 -1.707299 -0.069063 0.1 -0.1 0.0 -0.1039
C 5.910973 -0.561554 0.707452 0.0 -0.1 0.0 -0.0892
C 4.834003 0.300656 0.770309 -0.1 0.1 0.0 -0.0253
H 4.865834 1.196672 1.368851 0.0 0.0 0.0 0.0983
H 6.806857 -0.337660 1.267703 0.1 0.0 0.0 0.1012
H 6.690876 -2.378768 -0.116503 0.1 -0.1 0.0 0.0969
H 4.638834 -2.878967 -1.390878 0.0 -0.1 0.0 0.1008
H 2.706599 -1.341618 -1.284956 0.0 0.0 0.0 0.0839
C -1.439938 3.369650 -0.173165 0.0 0.0 0.1 -0.0036
H -0.781825 4.202438 0.053378 0.0 0.1 0.0 0.0731
H -2.117208 3.666572 -0.970209 -0.1 0.1 0.0 0.0841
H -2.028467 3.144399 0.716421 -0.1 0.1 0.0 0.0877
H -2.729694 2.137679 -2.438362 -0.1 -0.1 0.0 0.1181
H -2.747249 0.392352 -2.564290 0.0 0.1 0.0 0.0950
H -3.945265 2.146044 -0.456884 0.0 -0.1 0.0 0.1114
H -2.706756 -1.198831 -0.490242 -0.1 0.1 0.0 0.1209
C -0.603905 -1.779101 1.232090 -0.3 0.1 0.1 -0.0301
H -0.440745 -2.251080 0.266512 0.1 -0.1 -0.1 0.0693
H -0.182434 -2.411275 2.008726 0.1 -0.1 0.1 0.0850
H -0.074437 -0.829777 1.235545 0.1 0.1 0.0 0.0733
H -2.199378 -0.924851 2.389520 0.0 -0.1 -0.2 0.1418
H -2.457470 -3.351686 2.579528 0.0 0.0 0.1 0.1102
H -3.318905 -3.356274 -0.357359 -0.1 0.0 -0.2 0.0634
H -3.410023 -4.705018 0.764209 0.0 -0.1 -0.1 0.0714
H -1.836979 -4.092563 0.267349 0.1 -0.1 -0.1 0.0669
```
Forces are in eV/Å.

Results
Molecular weight = 364.49 g mol⁻¹
Orbital gap = 8.50 eV
DFT total energy = -1149.44018 a.u.
LUMO energy = 0.6 eV
Strongest force on any atom = 0.019 Eh/bohr
HOMO level = -7.90 eV
SMILES string = CC[C@@H](C)NC(=O)CCc1c(C)nc2c(c(C)nn2-c2ccccc2)c1C